Here is a structure of composition C32H31ClN3O5P2V from the OMol25 dataset. Energies are from ωB97M-V/def2-TZVPD.

Computed properties:
- Net charge: +2
- HOMO level (spin up / spin down): -13.8 / -13.8 eV
- Maximum force: 0.08859 hartree/bohr
- Total energy: -105171.0810 eV
- Kohn-Sham gap (spin up / spin down): 7.24 / 7.12 eV
- Multiplicity: 3

Structure (XYZ):
```
75
Properties=species:S:1:pos:R:3:forces:R:3
V -0.016400 0.322200 0.396900 1.8 2.2 3.6
N 1.925700 0.029400 -0.347600 -0.2 -0.7 -0.4
C 2.823500 1.154000 -0.354500 0.6 0.9 0.1
C 4.191500 0.968300 -0.505300 -0.1 0.0 0.0
C 5.034000 2.067300 -0.562200 -0.1 -0.1 0.0
C 4.508300 3.347300 -0.505900 -0.1 0.1 0.1
C 3.143900 3.540500 -0.364100 0.1 -0.1 0.0
C 2.289700 2.445300 -0.260900 -0.3 -0.5 0.1
P 0.468300 2.515400 -0.103100 0.6 2.0 -0.6
C 0.006600 3.502400 1.362100 -0.1 -0.3 -0.2
C -0.969700 2.906800 2.167900 0.0 -0.1 -0.2
C -1.349000 3.492200 3.361200 -0.1 0.0 0.0
C -0.772100 4.691400 3.755600 -0.1 -0.2 -0.1
C 0.164000 5.307300 2.941600 0.1 0.1 0.0
C 0.561300 4.718300 1.750300 -0.1 -0.1 -0.1
C -0.085000 3.219200 -1.686100 -0.1 -0.2 0.3
C -0.892900 2.435700 -2.510900 0.1 -0.1 0.2
C -1.264800 2.907600 -3.756500 0.0 0.0 -0.1
C -0.832700 4.151300 -4.186900 0.0 -0.1 0.1
C -0.039800 4.933100 -3.362600 0.1 0.1 0.1
C 0.333700 4.478400 -2.110500 -0.1 -0.1 0.0
H 2.355500 -0.789400 0.096700 0.0 0.2 -0.2
H 1.733500 -0.249900 -1.317500 0.2 -0.1 0.2
H 4.601500 -0.026900 -0.608800 0.0 -0.1 0.0
H 6.096900 1.924800 -0.676700 0.1 0.0 0.0
H 5.165300 4.198300 -0.575100 0.1 0.1 0.0
H 2.760900 4.548000 -0.344400 0.0 0.1 0.0
H -1.434800 1.970400 1.848100 0.0 0.3 0.2
H -2.085500 3.008900 3.986300 -0.1 0.0 0.0
H -1.054300 5.136700 4.696400 0.0 0.1 0.1
H 0.590800 6.252200 3.237200 0.1 0.1 0.0
H 1.294400 5.211200 1.133700 0.1 0.1 0.0
H -1.230800 1.464000 -2.172700 0.0 0.1 -0.1
H -1.882100 2.302700 -4.400700 -0.1 -0.1 -0.1
H -1.106200 4.504500 -5.167700 -0.1 0.1 -0.1
H 0.294300 5.900100 -3.700200 0.0 0.2 0.0
H 0.937400 5.103300 -1.471400 0.1 0.1 0.0
O -3.293700 -3.550500 -0.005000 0.4 -0.7 0.0
C -4.277200 -2.663800 -0.081600 -0.5 0.7 0.0
O -5.427600 -2.972600 -0.198700 0.4 -0.2 0.0
C -3.871500 -1.225500 -0.014300 0.0 0.2 0.2
C -4.733500 -0.126800 0.109800 0.5 -0.7 -0.1
Cl -6.409500 -0.245100 0.217100 0.1 0.2 0.0
N -3.974000 1.009300 0.117000 0.1 -1.2 0.2
N -2.674700 0.682600 0.001000 0.6 0.1 -0.4
C -2.600300 -0.643600 -0.101600 -1.2 0.2 0.1
C -1.238400 -1.160700 -0.311400 -2.5 -2.7 -0.4
O -0.749800 -2.113400 0.288700 0.1 0.2 0.2
O -0.524500 -0.407600 -1.077300 0.0 -0.8 -4.0
C -4.347600 2.376300 0.077100 -0.1 1.2 0.0
C -5.662300 2.814100 0.223700 0.1 -0.3 0.1
C -5.955900 4.161800 0.102200 0.2 0.2 0.0
C -4.958500 5.089900 -0.143500 0.0 -0.1 0.0
C -3.647800 4.657700 -0.269900 -0.1 0.0 0.0
C -3.343900 3.315900 -0.164500 0.1 -0.3 0.0
H -2.395800 -3.203200 0.144800 -0.4 0.0 0.1
H -6.465700 2.131400 0.426400 0.0 0.0 0.0
H -6.978600 4.488600 0.200900 -0.1 0.0 0.0
H -5.198300 6.137000 -0.235200 0.0 0.1 0.0
H -2.852200 5.358600 -0.467700 0.1 0.1 0.0
H -2.321400 2.992500 -0.295500 -0.2 0.0 0.0
C 3.221700 0.897700 3.168000 -0.7 -0.3 0.0
P 1.533300 0.244600 3.380700 1.0 0.1 1.4
C 1.613000 -1.517100 3.814300 -0.1 0.6 -0.2
C 0.773800 1.151500 4.757700 0.3 -0.4 -0.5
O 0.725100 0.457300 2.108400 -0.1 -0.3 0.2
H 3.730000 0.883200 4.127800 0.1 0.0 0.1
H 3.168400 1.922900 2.801900 0.0 0.0 0.0
H 3.794600 0.295200 2.466300 0.0 -0.1 -0.1
H 2.297200 -1.648100 4.650000 0.0 0.0 0.1
H 1.954600 -2.116600 2.970300 0.0 0.1 0.0
H 0.618100 -1.853800 4.106300 0.0 0.0 0.0
H 1.389100 1.035400 5.647200 0.1 0.0 0.1
H -0.217900 0.749300 4.959800 0.0 0.0 0.0
H 0.693400 2.207700 4.500700 0.0 0.0 0.0
```
Forces are in eV/Å.